(1)
A 2-piece molecular cluster, C5H10O3 overall at a distorted geometry, computed with the ωB97M-V functional and the def2-TZVPD basis.

```
! wB97M-V def2-TZVPD RIJCOSX def2/J DEFGRID3
* xyz 0 1
C 0.222 -0.700 -1.208
C 0.453 -0.330 1.999
C 1.473 -0.326 -1.975
C 0.068 0.749 1.035
O 0.554 1.847 1.010
H 0.403 -1.528 -0.525
H -0.573 -1.075 -1.855
H 0.437 -1.277 1.462
H -0.242 -0.450 2.827
H 1.455 -0.172 2.392
H 1.251 0.378 -2.777
H 1.880 -1.207 -2.473
H 2.218 0.107 -1.308
C -1.679 0.642 0.785
O -2.148 1.731 0.173
O -2.380 -0.239 1.207
H -3.079 1.600 -0.079
H -0.313 0.250 -0.690
*
```

Calculated values
* Kohn-Sham gap: 9.9 eV
* ΔE to the lowest compared entry with this formula, charge and spin: 47.96 kcal/mol
* HOMO energy: -0.3483 Ha

(2)
One molecule with the formula C5H10O3 at a distorted geometry, computed with the ωB97M-V functional and the def2-TZVPD basis.

```
! wB97M-V def2-TZVPD RIJCOSX def2/J DEFGRID3
* xyz 0 1
C 1.449 -0.728 0.025
C -0.242 1.416 0.315
C -0.035 2.535 -0.412
H -0.079 1.446 1.394
H 1.974 -1.629 0.369
H 1.594 -0.676 -1.058
H 1.968 0.056 0.580
H 0.391 3.425 0.038
H -0.360 2.612 -1.444
C -0.148 -1.057 0.337
C -0.934 0.169 -0.195
O -0.530 -2.230 -0.321
O -0.276 -1.287 1.711
O -1.041 0.206 -1.611
H 0.036 -2.932 0.046
H -1.079 -0.835 2.018
H -0.731 -0.634 -1.993
H -1.958 0.141 0.199
*
```

Calculated values
* Kohn-Sham gap: 10.4 eV
* ΔE to the lowest compared entry with this formula, charge and spin: 42.04 kcal/mol
* HOMO energy: -0.3575 Ha

(3)
C5H10O4S2 as an isolated structure at a distorted geometry, computed with the ωB97M-V functional and the def2-TZVPD basis.

```
! wB97M-V def2-TZVPD RIJCOSX def2/J DEFGRID3
* xyz -2 1
C -1.995 -0.883 -0.199
C 1.608 1.010 -0.586
C 0.695 0.239 1.555
C -0.548 -0.783 -0.548
C 0.342 0.751 0.165
O -0.429 -3.426 -0.982
O -0.276 3.127 0.901
O 1.608 -2.443 0.050
O -0.700 2.635 -1.456
S 0.116 -2.491 0.124
S -0.895 2.136 -0.055
H -2.342 -1.807 -0.608
H -2.414 0.012 -0.569
H -2.050 -0.976 0.887
H 1.465 1.738 -1.405
H 2.051 0.061 -1.110
H 2.291 1.637 0.090
H 0.745 1.083 2.239
H 1.352 -0.561 1.388
H -0.165 -0.332 1.862
H -0.461 -0.726 -1.741
*
```

Calculated values
* Kohn-Sham gap: 6.2 eV
* HOMO energy: -0.0070 Ha

(4)
A 2-piece molecular cluster, C5H10O5 overall at a distorted geometry, computed with the ωB97M-V functional and the def2-TZVPD basis.

```
! wB97M-V def2-TZVPD RIJCOSX def2/J DEFGRID3
* xyz 0 1
C 2.034 0.425 -0.673
C 0.343 -2.108 1.202
C 0.280 -1.334 -0.068
O 0.961 0.073 0.196
O 0.168 -1.684 -1.200
H 1.933 0.023 -1.682
H 2.959 0.038 -0.245
H 2.090 1.514 -0.713
H -0.097 -1.515 1.999
H -0.236 -3.023 1.094
H 1.383 -2.319 1.445
C -0.980 2.025 -1.023
C -0.877 1.118 0.169
O -1.675 -0.186 -0.269
O -2.398 -0.762 0.814
O -1.000 1.411 1.328
H -1.797 -0.438 1.532
H -2.015 2.352 -1.106
H -0.355 2.902 -0.865
H -0.721 1.491 -1.934
*
```

Calculated values
* Kohn-Sham gap: 10.4 eV
* ΔE to the lowest compared entry with this formula, charge and spin: 116.92 kcal/mol
* HOMO energy: -0.3557 Ha

Q: Which of these has the highest HOMO energy?
A: C5H10O4S2

Q: HOMO energy of number 4 (C5H10O5)?
A: -0.3557 Ha

Q: The lowest HOMO energy belongs to which entry?
A: number 2